Entry 1:
The following is a quantum chemistry calculation of a structure of composition C10H18N5O4Ru, from OMol25.

The HOMO energy (spin up / spin down) comes out at -16.269 / -16.260 eV. Its total energy is -28871.098 eV. The total charge is +2. Its expectation value of S² is 0.75. The spin multiplicity is 2. The calculation puts the gap between HOMO and LUMO (spin up / spin down) at 7.81 / 7.15 eV. As for the relative energy (zero: lowest compared OMol25 entry of this formula, charge and spin): 0.0 kJ/mol. Its lowest unoccupied orbital energy (spin up / spin down) is -8.459 / -9.112 eV.

Each line ends with the Mulliken charge.
Element x y z (Å)
1 N -0.0911 -0.3329 -2.3966  -0.23
2 N -0.4254 -1.3446 0.0960  -0.16
3 H -0.7879 0.3030 -2.7793  0.19
4 H 2.9351 -0.6678 -0.9968  0.27
5 H -1.7103 -2.8115 -0.7511  0.42
6 N 2.2107 -0.8775 -0.3118  -0.33
7 C 0.9601 2.6681 1.0556  0.82
8 O -1.8457 6.2455 0.4902  -0.53
9 H -2.7622 0.8943 -2.0530  0.18
10 C -1.3703 -1.8011 -0.9781  -0.49
11 O -0.0354 5.7828 1.7021  -0.48
12 H 0.0888 -3.3842 0.4496  0.34
13 Ru 0.5214 0.3865 -0.4679  0.84
14 H 0.5887 5.0446 1.8650  0.42
15 N -0.7892 2.0390 -0.5871  -0.20
16 C -2.8182 1.9809 -2.0925  -1.29
17 O 1.4699 1.4359 0.8098  -0.68
18 N -1.9870 3.8482 -0.6673  -0.03
19 C -0.9798 5.4951 0.8425  0.55
20 H -1.0030 -1.1333 0.9102  0.35
21 H -2.7011 4.5359 -0.8901  0.27
22 H -1.3865 -1.8597 -3.1417  0.45
23 C 1.8434 -2.3075 -0.2919  -0.55
24 C -0.6820 -1.7040 -2.3256  -0.68
25 H 2.6443 -0.6347 0.5820  0.35
26 H 1.7152 -2.6607 -1.3102  0.23
27 O 1.4752 3.4287 1.8236  -0.63
28 C 0.5612 -2.4057 0.5279  -0.58
29 C -1.8646 2.5952 -1.1327  0.37
30 C -0.9832 4.1254 0.2151  0.24
31 H -2.2355 -1.1382 -0.9467  0.32
32 H 0.7827 -2.2217 1.5795  0.43
33 H 2.6278 -2.9113 0.1648  0.44
34 H -2.6277 2.3196 -3.1125  0.32
35 H -3.8406 2.2587 -1.8381  0.44
36 H 0.1095 -2.4374 -2.4344  0.25
37 C -0.2374 2.9881 0.2676  0.07
38 H 0.6761 -0.2972 -3.0687  0.32

***

Entry 2:
The following is a quantum chemistry calculation of a cluster of 4 separate species, C28H62BFN3O8S2 in total, from OMol25.

The HOMO energy comes out at -11.278 eV. Its total energy is -75950.373 eV. The total charge is +1. The spin multiplicity is 1. The calculation puts the gap between HOMO and LUMO at 8.98 eV. Its lowest unoccupied orbital energy is -2.303 eV.

Each line ends with the Mulliken charge.
Element x y z (Å)
1 H 5.7046 -5.9189 -2.6452  0.34
2 C 2.2106 1.9179 1.5296  -0.70
3 H 3.0537 4.2933 -0.0257  0.27
4 C 5.0899 -2.5475 1.1828  -0.22
5 H 3.5010 -1.1341 -2.0456  0.35
6 H -0.0616 -1.9893 1.0906  0.52
7 C 3.5599 -5.9533 -2.7294  -0.88
8 C 1.4643 3.1004 -0.4186  -0.57
9 H -0.2433 9.9284 -2.0298  0.27
10 H -7.8526 -2.8069 0.3277  0.30
11 H -10.0031 -2.0944 1.4770  0.27
12 C 1.1370 8.4610 -1.2061  -0.31
13 C -8.0354 -3.2459 3.0150  -0.36
14 H 4.2340 1.7501 0.8839  0.50
15 H -1.5887 8.3237 -1.3033  0.38
16 O 5.0577 -6.6040 -0.8829  -0.41
17 H 1.5434 5.1254 -0.0917  0.13
18 H -4.7906 -0.4015 2.7827  0.44
19 H -0.3237 7.5179 -3.3536  0.33
20 C 0.6154 9.8767 -1.3599  -1.14
21 H 1.7264 1.0627 1.9857  0.22
22 F 2.2360 -0.7530 0.6949  -0.02
23 H 5.0326 -7.5350 -2.7349  0.32
24 H -8.6713 -5.2988 2.9859  0.39
25 H 1.0129 -1.2315 -0.8096  0.63
26 C 3.5205 -0.0800 -1.7882  -0.61
27 H -9.0197 -2.8635 3.3054  0.31
28 H 3.2626 0.0056 2.9918  0.30
29 H -0.2202 3.7656 -1.2868  0.37
30 O 5.8479 0.0707 1.1248  -0.57
31 H 3.7589 0.0968 -0.7457  -0.19
32 B -1.3403 1.2139 -1.9211  0.50
33 H -1.5912 6.6868 -0.6827  0.35
34 H 3.2036 -3.3529 1.8971  0.39
35 C 4.0775 -8.8472 -0.5831  -1.29
36 H 3.1111 -6.9392 -0.2575  0.31
37 H -9.3128 -0.4900 1.7118  0.30
38 N 0.3850 2.9589 -1.1845  -0.05
39 C 3.7157 1.8291 1.8394  -0.93
40 C -0.0970 -0.9085 0.9585  -1.49
41 C -1.0212 7.3889 -1.2939  -0.43
42 H 5.1416 -2.0582 0.2124  0.15
43 H -2.8010 1.4969 2.8776  0.37
44 H -0.9177 -0.9378 -2.3368  0.18
45 H -7.2127 -1.1926 0.5796  0.22
46 O -1.8630 2.3108 -2.5390  -0.72
47 O 2.2691 1.9474 -2.8105  -0.76
48 O 4.8547 -1.5887 2.2292  -0.39
49 H 3.5235 -5.8887 -3.8170  0.40
50 H -2.4320 -0.6184 -1.5197  0.27
51 H -2.7422 2.1463 -2.9018  0.31
52 H -1.0747 -0.6454 0.5633  0.07
53 H 3.7747 -8.9775 -1.6225  0.29
54 C -4.5993 0.5015 2.2119  -1.22
55 H 6.0607 -3.0161 1.3354  0.50
56 H -0.3407 5.8847 -2.6978  0.25
57 H 3.4337 -4.9498 -2.3169  0.11
58 S -2.8409 1.5714 0.4775  -0.21
59 H 4.3984 -7.3097 0.8742  0.38
60 C 4.1101 -7.3851 -0.1748  -0.23
61 H 5.0626 -9.2984 -0.4621  0.32
62 C 1.0272 -0.5264 0.0227  -0.26
63 H 3.3663 -9.3912 0.0387  0.41
64 C 4.8877 -6.5460 -2.2879  -0.34
65 H 4.6363 0.9179 3.5837  0.50
66 H 2.0010 8.4607 -0.5410  0.35
67 C 5.0394 -0.3083 1.9142  0.51
68 N 2.0575 4.2577 -0.1690  -0.19
69 C -8.1683 -4.5923 2.3257  -1.04
70 H 4.3958 -4.5955 1.4214  0.19
71 N 1.9427 1.9118 0.0610  0.35
72 H -8.7508 -4.5282 1.4060  0.27
73 O 1.1969 -0.2497 -3.0253  -0.73
74 H -5.1287 1.3635 2.6078  0.33
75 H 2.7116 -6.5571 -2.4053  0.28
76 H -9.6325 -1.0943 0.0772  0.40
77 H -2.5158 -0.1097 2.1914  0.16
78 H 1.4784 8.0684 -2.1701  0.34
79 C -1.0711 1.9904 0.5034  -1.18
80 H 3.5266 -3.6763 0.2124  0.07
81 H -4.9860 0.3333 1.2039  0.22
82 H -0.6479 1.4815 1.3657  0.23
83 H -7.1853 -4.9916 2.0725  0.29
84 C 4.1131 0.6063 2.6783  -0.88
85 H -2.3172 -0.2769 -3.2279  0.38
86 H -1.8571 6.6817 -3.1453  0.40
87 O 0.2089 7.5630 -0.6047  -0.41
88 S 1.9715 0.6658 -2.2311  1.48
89 H 1.3956 10.5146 -1.7740  0.40
90 H 1.7853 2.8115 1.9828  0.60
91 O -7.3276 -2.2736 2.2613  -0.37
92 C -1.7533 -0.2472 -2.2962  -0.79
93 C 3.9948 -3.6116 1.1956  -0.77
94 C -0.8739 6.8391 -2.7025  -1.02
95 C -9.2908 -1.3745 1.0739  -1.12
96 C -3.0963 0.8047 2.0905  -0.04
97 H -7.4615 -3.3617 3.9344  0.32
98 H -0.9934 3.0557 0.7189  0.56
99 C -7.8843 -1.9427 1.0005  -0.18
100 H 4.2565 0.4429 -2.3956  0.53
101 C 1.0640 0.8929 -0.5837  0.75
102 H 0.3122 10.2801 -0.3934  0.31
103 C -0.2539 1.6663 -0.8011  0.24
104 H 0.0581 -0.4759 1.9465  0.33
105 H 4.0735 2.7496 2.2968  0.52

***

Entry 3:
The following is a quantum chemistry calculation of a cluster of 11 separate species, C37H66F3N10O15S in total, from OMol25.

The HOMO energy comes out at -6.575 eV. Its total energy is -104035.776 eV. The total charge is -1. The spin multiplicity is 1. The calculation puts the gap between HOMO and LUMO at 7.99 eV. As for the relative energy (zero: lowest compared OMol25 entry of this formula, charge and spin): 0.0 kJ/mol. Its lowest unoccupied orbital energy is 1.413 eV.

Each line ends with the Mulliken charge.
Element x y z (Å)
1 O -3.6526 -6.3503 -5.0828  -0.61
2 H -3.0374 1.2233 5.8950  0.41
3 N 3.5638 2.9399 -2.8909  0.10
4 C 0.6293 2.2266 0.4937  -0.24
5 N 1.6459 -0.7827 5.0805  0.11
6 H 4.0572 7.5509 1.1475  0.32
7 O -0.2370 0.2137 -1.1841  -0.71
8 H 3.5533 -4.5156 -2.4492  0.37
9 H 7.3788 -0.8132 0.1604  0.38
10 H 5.9800 0.4300 -1.5897  0.41
11 C 4.8791 2.9043 -3.6181  -0.87
12 H 4.0929 5.4806 2.7999  0.35
13 C 2.4603 2.4528 -3.3887  0.76
14 C -3.4208 -1.2924 -0.2406  -0.55
15 H 1.1986 -0.9817 7.1929  0.39
16 H -2.8121 3.4153 4.0333  0.33
17 H 3.2728 -1.4310 4.0899  0.19
18 H -2.6194 -1.7449 0.3435  0.08
19 H 1.4617 -0.8017 -2.1255  0.49
20 C -1.8100 -2.6280 3.0999  -0.68
21 O -6.0588 0.8455 -0.8812  -0.56
22 H -2.7855 -2.2496 2.7944  0.24
23 H 0.6490 -2.7729 2.0699  0.38
24 H -0.2528 -0.9585 6.1120  0.20
25 C -2.1899 -4.8033 2.0121  -0.93
26 H 5.3321 3.8957 -3.6268  0.31
27 H 0.7003 0.5034 6.5408  0.33
28 H -1.4167 1.0294 5.2783  0.20
29 H 6.6524 -2.0127 1.2490  0.33
30 H 2.5339 3.6675 -1.1923  0.00
31 O 2.2950 1.9475 -4.4975  -0.67
32 H 0.6990 5.4162 2.1099  0.26
33 H -4.8217 -1.3895 -2.5804  0.26
34 H -3.7701 -0.5627 0.4899  0.27
35 H 2.5178 -1.3933 -4.1451  0.44
36 C 5.1738 -0.1945 -1.2048  -0.58
37 O -4.3308 -0.3879 3.3166  -0.68
38 C 3.2202 5.3360 2.1630  -0.53
39 C 3.1734 7.7556 1.7517  -0.98
40 H 1.7393 2.2931 -2.5722  -0.15
41 N 2.3520 6.5173 2.0142  0.05
42 C 6.6044 -1.5748 0.2520  -1.12
43 H -3.9141 1.1764 2.0427  0.34
44 C -2.3379 -5.0907 -3.6575  -0.20
45 O -1.7502 1.1017 0.5227  -0.33
46 C 4.5317 -0.5465 1.1113  0.53
47 F 0.1416 3.1861 -0.2641  -0.18
48 C -5.4855 2.7991 -3.7623  -0.40
49 H 3.9621 4.6629 -1.5836  0.44
50 H 1.1533 1.1959 4.1757  0.41
51 C -3.8739 1.9230 -2.2849  1.00
52 C 1.0115 6.4198 1.7822  0.22
53 C -1.5441 -2.8471 -4.2388  -0.91
54 C -2.2983 -4.0029 -4.5540  -0.59
55 H -1.1240 -1.7822 3.1462  -0.30
56 C 1.2578 0.1284 3.9815  0.30
57 O -7.3381 2.3161 -1.7611  -0.62
58 N -6.3027 1.7043 -1.6990  1.01
59 H 0.2664 -0.1766 3.6468  -0.44
60 C -3.7624 0.6695 3.0082  0.08
61 C -2.4569 0.7585 5.0980  -0.85
62 S -0.3921 0.5824 0.2252  0.70
63 C -4.4179 3.3803 -4.5816  -0.74
64 C -3.0878 3.1646 -4.1563  -0.45
65 C 0.7440 -0.5582 6.2973  -0.94
66 H 2.6371 -1.4063 -0.9363  0.24
67 O 0.5906 -4.6530 1.2131  -0.68
68 H -1.8000 2.3050 -2.5969  0.62
69 H -3.0994 -4.4338 1.5383  0.22
70 H 6.7593 -2.3707 -0.4765  0.29
71 H 4.3293 -3.3733 -1.4288  0.13
72 H -1.8610 -3.1331 4.0644  0.48
73 H 3.5794 5.1958 1.1435  0.19
74 F 1.8432 2.0008 0.0842  -0.02
75 H -5.4916 -3.0312 -2.4962  0.41
76 C -4.7537 -2.3508 -2.0711  -0.93
77 N -3.1723 -6.2898 -3.9607  0.99
78 O 0.2735 7.2437 1.2724  -0.61
79 H 4.1166 2.9977 -0.8708  0.29
80 H -1.6519 -5.8283 -1.7820  0.50
81 H -2.2710 3.6587 -4.6615  0.42
82 C -1.7132 -4.9717 -2.4369  -0.47
83 H -2.7239 2.7457 2.3079  0.19
84 C 1.8948 -1.6971 -1.6796  -0.59
85 H 2.7025 4.4191 2.4447  0.04
86 H 3.7384 0.1358 0.7689  0.18
87 H -3.0245 -0.7809 -1.1177  0.12
88 C 0.0900 -3.6893 1.8251  0.09
89 O -3.1573 -7.1714 -3.1291  -0.60
90 N 2.6473 -2.6147 -2.4729  0.39
91 C -0.9080 -2.7618 -2.9979  0.34
92 H -2.7948 -4.0129 -5.5131  0.44
93 C -5.4921 -2.7343 0.1523  -0.06
94 N -4.6244 -2.1483 -0.6937  0.35
95 H -2.5497 -0.3207 5.2202  0.25
96 H -1.4333 -1.9691 -4.8579  0.49
97 C 3.5640 3.6488 -1.5482  -0.75
98 H -0.5477 -3.9134 -1.1187  0.29
99 H 2.8386 -4.1272 -0.8899  0.35
100 O -6.2139 -3.6687 -0.1719  -0.67
101 N 5.4241 -0.7602 0.1514  0.06
102 H 1.9364 0.0736 3.1303  -0.32
103 H -6.4951 2.9541 -4.1131  0.41
104 C -0.9237 -3.8253 -2.1272  0.13
105 H 4.6925 2.6620 -4.6643  0.36
106 H -3.8079 -2.7896 -2.3889  0.24
107 O 4.6892 -0.9783 2.2240  -0.70
108 H -4.7423 3.9367 -5.4485  0.38
109 C -2.7915 2.4252 -3.0076  -0.75
110 O 0.1456 -0.4603 1.1807  0.02
111 H -1.4214 2.5895 3.5035  0.06
112 H 5.0777 -0.9820 -1.9523  0.29
113 C -2.5026 2.6104 3.3666  -0.67
114 H -5.3365 -2.4263 1.1979  0.48
115 H -3.5955 1.3643 -1.4036  0.12
116 N -2.9397 1.2944 3.8245  0.30
117 H -0.4854 -1.8223 -2.6734  0.20
118 H 4.2712 0.4104 -1.2927  -0.19
119 C 3.0945 -2.2142 -3.6916  0.02
120 H -1.7910 -5.6305 1.4249  0.32
121 N -1.2667 -3.6530 2.1871  0.39
122 H -2.6094 -5.1044 2.9720  0.34
123 H 3.7679 8.1013 2.5974  0.33
124 O 3.0639 -2.3016 5.9891  -0.67
125 H 2.6622 8.5845 1.2620  0.35
126 H 5.4859 2.1095 -3.1843  0.19
127 C 3.3426 -3.7003 -1.7570  -0.86
128 H 1.0269 -2.1162 -1.1705  -0.19
129 O 4.0083 -2.8315 -4.2026  -0.67
130 C 2.7159 -1.6201 5.0207  0.42
131 F 0.6351 2.5148 1.7908  -0.05
132 C -5.2361 2.1171 -2.5875  -0.45

***

Entry 4:
The following is a quantum chemistry calculation of a structure of composition C38H21BrCl2F4N5O6PSn, from OMol25.

The HOMO energy comes out at -7.362 eV. Its total energy is -180558.313 eV. The spin multiplicity is 1. The calculation puts the gap between HOMO and LUMO at 6.15 eV. As for the relative energy (zero: lowest compared OMol25 entry of this formula, charge and spin): 163.4 kJ/mol. Its lowest unoccupied orbital energy is -1.214 eV.

Each line ends with the Mulliken charge.
Element x y z (Å)
1 H 5.3187 9.6009 15.0426  0.42
2 N 9.7042 9.4233 13.0606  -0.62
3 H 9.0553 13.4140 17.0555  0.42
4 C 10.1561 13.6803 12.6162  -0.39
5 C 11.3422 14.9625 7.3597  0.17
6 H 8.3689 9.8203 5.4238  0.47
7 P 8.2372 12.9395 9.1232  0.48
8 H 11.6443 14.8989 12.4827  0.38
9 C 8.2256 6.5170 7.7588  0.56
10 H 5.6844 13.3691 7.7007  0.37
11 H 9.1397 10.7654 7.5299  0.03
12 C 6.7783 13.3360 10.0811  0.63
13 C 9.4606 13.0004 13.7774  0.59
14 Cl 7.5599 5.3767 6.6639  -0.28
15 C 10.6517 16.0807 6.8794  0.32
16 C 9.5446 6.9727 7.5205  -0.74
17 H 5.6863 15.8411 12.1770  0.44
18 C 8.2661 11.2383 7.0206  0.16
19 F 8.5953 17.2240 6.3633  -0.29
20 Sn 8.5052 10.7087 11.3640  1.51
21 C 5.8616 12.0617 5.9282  -0.78
22 C 6.6752 10.6337 14.0833  -0.13
23 H 7.1982 11.7301 16.6139  0.51
24 C 8.5455 15.3860 7.8577  -0.28
25 H 5.4140 8.8822 11.3838  0.61
26 C 9.3065 8.5478 9.3965  0.30
27 C 6.7488 14.5570 10.7695  -0.83
28 H 4.9871 12.3930 5.3968  0.44
29 C 7.4259 7.1177 8.7444  0.24
30 C 7.5225 12.1892 7.6605  0.87
31 F 7.2323 15.6951 8.1159  -0.37
32 C 4.7587 12.7266 11.1652  -0.42
33 H 4.3710 6.9874 10.2295  0.36
34 H 11.3786 10.4558 18.2660  0.24
35 C 7.8241 12.0981 15.7919  -0.72
36 O 10.0245 13.4870 11.3972  -0.15
37 C 9.2616 16.2378 7.0491  0.36
38 C 10.2434 9.1446 15.4845  -0.16
39 O 6.4597 10.0783 13.0270  -0.37
40 C 9.5817 13.5255 15.0505  -0.47
41 H 7.6322 15.2554 10.6827  0.22
42 F 12.6144 14.7048 6.9486  -0.28
43 C 11.0754 9.9693 16.2621  0.51
44 N 10.8853 9.8000 17.6383  -0.39
45 C 5.3857 7.3268 9.9443  -1.11
46 C 9.2059 14.2806 8.4123  0.36
47 C 9.3687 8.2890 16.1318  0.09
48 O 11.9264 10.7503 15.7882  -0.71
49 C 10.1490 7.8292 8.4639  -0.10
50 C 5.7216 14.8878 11.6589  -0.74
51 Cl 11.8126 8.2362 8.3560  -0.20
52 C 6.2916 12.6224 7.1265  -0.35
53 H 10.1219 6.5276 6.7533  0.53
54 C 7.8469 10.6613 5.8420  -0.81
55 C 5.9717 8.3971 10.6186  -0.36
56 C 4.6569 13.9432 11.8308  -0.84
57 O 11.0667 14.5789 13.1896  -0.48
58 H 10.1552 9.1821 18.0218  0.21
59 O 9.8092 9.5345 9.9757  -0.70
60 C 8.0133 8.0773 9.5704  0.31
61 C 5.6842 12.4495 10.1669  -0.11
62 C 10.0887 9.3563 14.1500  0.63
63 H 5.7911 5.6646 8.5955  0.33
64 N 7.2545 8.7800 10.4790  0.58
65 O 6.2067 10.0788 15.2210  -0.48
66 Br 11.3741 12.4490 8.6804  -0.08
67 C 8.8059 13.0093 16.0603  -0.59
68 H 6.1435 10.6503 4.4348  0.37
69 N 8.5185 12.0744 13.4826  0.46
70 C 7.6894 11.7008 14.4605  0.54
71 C 6.1203 6.6401 9.0514  -0.81
72 F 11.2806 16.9105 6.0383  -0.28
73 N 8.6733 7.5014 16.6283  -0.60
74 H 3.9122 14.1501 12.5705  0.45
75 H 5.4882 11.5116 9.6180  0.33
76 C 10.5561 14.0453 8.0967  0.07
77 H 10.3370 14.3311 15.2115  0.45
78 C 6.6276 11.0461 5.3283  -0.59
79 H 4.0049 11.9040 11.3692  0.28